<w>
{
  "formula": "C2H11N2O",
  "method": "wB97M-V/def2-TZVPD",
  "species": ["H", "H", "H", "H", "H", "H", "H", "H", "H", "O", "C", "C", "N", "H", "H", "N"],
  "positions_angstrom": [[-2.207, -0.231, -0.965], [1.723, 0.413, 0.140], [2.637, 0.459, -2.269], [1.721, 1.548, -2.650], [-1.938, -0.278, 1.852], [0.288, 0.766, 1.779], [1.413, -1.242, 0.183], [-2.497, 1.041, 0.018], [-1.586, -1.530, 0.848], [1.721, 0.739, -2.115], [-1.410, -0.452, 0.907], [0.039, -0.140, 1.230], [-1.809, 0.353, -0.242], [0.337, -0.853, 2.007], [0.555, -0.283, -0.820], [1.014, -0.311, 0.095]],
  "spin_multiplicity": 1,
  "total_charge": 1,
  "homo_ha": -0.511,
  "homo_lumo_gap_ev": 10.619,
  "molar_mass_g_mol": 79.12,
  "lumo_energy_ev": -3.30
}

---

<x>
{
  "formula": "C2H11N2O",
  "method": "wB97M-V/def2-TZVPD",
  "species": ["N", "H", "O", "H", "H", "H", "H", "H", "C", "H", "H", "H", "C", "H", "N", "H"],
  "positions_angstrom": [[-0.224, 0.390, 1.616], [1.415, -0.494, 2.649], [1.291, -1.191, 0.722], [-0.847, -0.069, 2.261], [1.792, 0.637, 1.378], [-0.554, 0.517, -3.107], [0.701, 0.159, -0.995], [-1.275, 1.576, -1.896], [1.127, -0.133, 1.661], [0.955, -2.011, 1.096], [-0.578, -0.042, -0.164], [-2.039, 0.074, -2.244], [-1.064, 0.541, -2.155], [-0.255, 1.393, 1.692], [-0.253, -0.177, -1.153], [-0.193, -1.169, -1.360]],
  "spin_multiplicity": 1,
  "total_charge": 1,
  "homo_ha": -0.541,
  "homo_lumo_gap_ev": 11.517,
  "molar_mass_g_mol": 79.12,
  "lumo_energy_ev": -3.20
}

---

<y>
{
  "formula": "C2H11N2O",
  "method": "wB97M-V/def2-TZVPD",
  "species": ["H", "O", "H", "H", "N", "C", "H", "N", "C", "H", "H", "H", "H", "H", "H", "H"],
  "positions_angstrom": [[-1.146, 1.294, 3.486], [-1.500, -0.458, 0.731], [-1.074, -0.103, -0.489], [0.835, -0.848, -2.740], [-0.615, 1.484, 2.577], [1.821, -0.266, -0.804], [-0.929, 0.725, 1.909], [-0.520, 0.179, -1.422], [0.619, -0.654, -1.642], [1.373, -0.197, 0.270], [2.377, -1.196, -0.627], [-1.855, -1.224, 1.130], [-1.182, 0.102, -2.219], [2.460, 0.619, -0.976], [-1.042, 2.270, 2.106], [0.380, -1.727, -1.290]],
  "spin_multiplicity": 1,
  "total_charge": 1,
  "homo_ha": -0.527,
  "homo_lumo_gap_ev": 4.331,
  "molar_mass_g_mol": 79.12,
  "lumo_energy_ev": -10.01
}

---

<z>
{
  "formula": "C2H11N2O",
  "method": "wB97M-V/def2-TZVPD",
  "species": ["H", "C", "H", "H", "N", "H", "O", "H", "H", "N", "H", "H", "H", "H", "H", "C"],
  "positions_angstrom": [[0.929, -2.352, 1.090], [0.533, 1.593, -1.075], [1.210, 2.405, 0.719], [-0.687, -3.154, 1.508], [-0.257, 0.456, -1.404], [1.466, 1.626, -1.659], [0.872, 1.453, 0.430], [-0.715, -0.293, 0.374], [-0.104, 2.578, -1.219], [-0.824, -1.005, 1.155], [-0.267, -0.549, 1.885], [-1.798, -1.267, 1.514], [-0.059, -0.031, -2.217], [-0.541, -2.778, -0.222], [-1.061, 0.971, -1.848], [-0.163, -2.415, 0.805]],
  "spin_multiplicity": 1,
  "total_charge": 1,
  "homo_ha": -0.531,
  "homo_lumo_gap_ev": 11.326,
  "molar_mass_g_mol": 79.12,
  "lumo_energy_ev": -3.12
}

---

Tell me which of them is the least stable. Sure, it is <y>.